[1]
A cluster of 2 separate species, C2H10NOS in total at a distorted geometry. Source: OMol25; level of theory: the ωB97M-V functional and the def2-TZVPD basis.

XYZ file:
```
15
Properties=species:S:1:pos:R:3:mulliken_charge:R:1
C -0.00607 0.76921 -0.50444 -0.59
C 0.13100 -0.47521 -1.35609 -0.77
S 1.58361 -0.23521 -2.50334 -0.16
N -1.19429 0.63541 0.42065 -0.21
H -0.20712 1.57855 -1.20520 0.40
H 0.86670 0.95548 0.10973 0.32
H -0.74079 -0.61408 -1.99738 0.40
H 0.28099 -1.39622 -0.79399 0.42
H 1.72620 -1.55334 -2.58097 0.17
H -1.71986 1.48702 0.59707 0.35
H -0.84567 0.14487 1.27501 0.29
H -1.82201 -0.07437 0.01893 0.40
H 0.12145 -0.45877 3.42803 0.30
H 1.36520 -0.53420 2.53793 0.32
O 0.46067 -0.22913 2.55405 -0.65
```

The molar mass is 96.17 g mol⁻¹. Its net charge is +1. For the HOMO energy, the calculation gives -12.91 eV. The calculation puts the energy relative to the best compared isomer or geometry (same formula, charge and spin) at 16.6 kJ/mol. The orbital gap is 9.4 eV.


[2]
A cluster of 2 separate species, C2H10NOS in total at a distorted geometry. Source: OMol25; level of theory: the ωB97M-V functional and the def2-TZVPD basis.

XYZ file:
```
15
Properties=species:S:1:pos:R:3:mulliken_charge:R:1
C 0.10589 0.59098 0.91273 -0.55
C -0.43972 1.46519 -0.22495 -0.62
S -2.01142 2.18725 0.27765 0.33
N 1.24230 -0.25087 0.42097 -0.23
H -0.67229 -0.08516 1.23744 0.37
H 0.45684 1.12074 1.79295 0.40
H -0.63554 0.89663 -1.14000 0.48
H 0.23179 2.33294 -0.40171 0.47
H -2.41367 2.67058 -0.91024 0.34
H 1.62884 0.08603 -0.46118 0.40
H 1.07653 -1.24348 0.23219 0.13
H 2.02492 -0.25871 1.08147 0.43
H 0.15364 -3.20107 -0.25463 0.34
H -0.81062 -3.34845 -1.36449 0.35
O 0.06252 -2.96260 -1.19820 -0.65
```

The molar mass is 96.17 g mol⁻¹. Its expectation value of S² is 0.7531. The multiplicity is 2. Its net charge is +2. For the HOMO energy (alpha / beta), the calculation gives -18.61 / -18.61 eV. The calculation puts the energy relative to the best compared isomer or geometry (same formula, charge and spin) at 72.9 kJ/mol. The orbital gap (alpha / beta) is 10.5 / 5.3 eV.


[3]
A cluster of 2 separate species, C2H10NOS2 in total at a distorted geometry. Source: OMol25; level of theory: the ωB97M-V functional and the def2-TZVPD basis.

XYZ file:
```
16
Properties=species:S:1:pos:R:3:mulliken_charge:R:1
N -1.06522 -0.04045 -0.91419 -0.27
C -0.71948 0.90629 0.43516 -0.50
C 0.03816 -0.14639 1.27571 -0.52
S 1.53810 -0.62048 0.60669 -0.27
S 1.74601 -0.22483 -1.37882 -0.62
H -1.34785 -0.88040 -0.46339 0.32
H -1.89563 0.23568 -1.48911 0.31
H -0.13192 -0.20037 -1.23128 0.21
H -0.36842 1.81329 0.05724 0.39
H -1.65851 1.14216 0.93204 0.25
H -0.65413 -1.09924 1.42480 0.29
H 0.15682 0.38873 2.22846 0.29
H 2.57880 0.74480 -1.04758 0.15
H -4.27630 1.41037 0.98932 0.29
H -4.28615 -0.03850 0.71273 0.29
O -3.63976 0.71652 0.79689 -0.59
```

The molar mass is 128.24 g mol⁻¹. Its expectation value of S² is 0.7535. The multiplicity is 2. For the HOMO energy (alpha / beta), the calculation gives -3.29 / -7.25 eV. The calculation puts the energy relative to the best compared isomer or geometry (same formula, charge and spin) at 255.2 kJ/mol. The orbital gap (alpha / beta) is 3.1 / 7.0 eV.


Q: The highest energy relative to the best compared isomer or geometry (same formula, charge and spin) belongs to which entry?
A: C2H10NOS2